This record from OMol25 describes C41H50BFN11O4SZr as an isolated structure. The level of theory is ωB97M-V/def2-TZVPD.

Atoms and positions in Å:
Zr -0.40 -0.96 -0.77
S -2.55 -2.01 -4.23
F -0.12 4.36 3.86
O -0.98 0.37 -2.28
O 1.53 -0.40 -1.84
O 1.66 -1.73 -0.14
O 0.23 0.61 0.42
N -2.65 -0.75 -0.53
N -0.64 -2.82 -5.87
N -0.68 -3.02 -1.66
N -0.90 -2.13 1.16
N 2.50 5.25 4.37
N -3.31 -1.94 -0.73
N -0.46 1.29 -3.07
N -1.69 -3.81 -1.19
N -2.00 -2.94 1.14
N 1.54 6.27 6.85
N 4.07 1.90 1.21
C 1.46 1.07 0.71
C -3.48 0.23 -0.91
C 2.57 0.43 0.11
C 1.76 6.48 4.40
C 3.26 3.56 2.79
C 2.05 -0.68 -0.72
C -4.52 -1.70 -1.24
C 2.20 4.21 3.46
C 0.79 6.57 5.58
C -2.58 -4.14 -5.97
C 0.92 3.77 3.20
C -0.50 -2.04 2.44
C -0.43 -5.07 -2.49
C 1.68 2.12 1.63
C 0.84 3.21 -3.42
C 5.46 2.27 1.48
C 3.84 0.84 0.37
C 3.03 2.53 1.89
C 0.66 -1.24 2.90
C 1.30 -3.28 -3.15
C 0.63 2.77 2.30
C -1.56 -5.05 -1.68
C -2.28 -3.36 2.38
C -5.47 -2.79 -1.59
C 2.23 4.93 6.79
C 3.19 4.95 5.60
C 6.00 1.64 2.75
C 0.49 3.20 -4.76
C -3.42 -4.28 2.69
C -0.66 -4.65 -7.35
C -1.90 -3.02 -5.40
C -0.83 1.25 -4.36
C -0.35 2.20 -5.23
C -4.68 -0.32 -1.36
C -0.02 -3.59 -6.81
C -1.98 -4.92 -6.91
C 0.35 2.24 -2.57
C 0.09 -3.79 -2.45
C -3.13 1.67 -0.76
C -2.51 -6.15 -1.37
C -1.35 -2.82 3.24
B -2.72 -3.26 -0.18
H 0.36 7.57 5.68
H -6.34 -2.37 -2.09
H 6.05 1.94 0.62
H 4.71 0.38 -0.06
H 0.98 -3.30 -7.08
H -4.37 -3.85 2.36
H -1.28 -2.96 4.30
H 4.26 3.91 2.98
H 5.98 0.55 2.68
H 1.19 6.60 3.48
H -3.25 2.19 -1.71
H -5.79 -3.34 -0.71
H -3.31 -5.24 2.19
H 0.90 6.30 7.65
H -3.47 -4.45 3.76
H -2.52 -6.37 -0.30
H 2.19 -3.42 -2.54
H 5.54 3.35 1.50
H -3.53 -5.89 -1.66
H 3.97 5.69 5.80
H 0.38 -0.19 3.04
H 1.48 -1.28 2.19
H 7.03 1.94 2.92
H -5.54 0.20 -1.72
H 2.74 4.77 7.74
H 0.87 3.96 -5.43
H -3.79 2.14 -0.04
H 1.23 -2.21 -3.38
H -3.59 -4.33 -5.63
H -2.52 -5.76 -7.33
H -0.65 2.16 -6.27
H -2.22 -7.06 -1.90
H -3.58 -4.06 -0.01
H 1.44 4.18 6.66
H -2.10 1.80 -0.42
H -4.99 -3.49 -2.28
H 2.46 7.33 4.46
H 1.44 -3.83 -4.08
H 1.01 -1.62 3.86
H -0.39 2.46 2.13
H 3.67 3.97 5.53
H -0.01 5.83 5.51
H 1.49 3.97 -3.00
H 0.55 2.17 -1.52
H 5.41 1.93 3.62
H -0.14 -2.05 -5.47
H -1.48 0.42 -4.61
H -0.05 -5.91 -3.05
H -0.18 -5.26 -8.10
H 2.24 6.99 7.01

Expectation value of S²: 0.782
Charge: +2
Relative energy (zero: lowest compared OMol25 entry of this formula, charge and spin), kcal/mol: 26.70
HOMO energy (spin up / spin down), eV: -9.4 / -11.3
Strongest force on any atom, eV/A: 0.722
Multiplicity: 2
Molar mass, g mol⁻¹: 914.03